{
  "formula": "C21H31F5HgP2",
  "method": "ωB97M-V with the def2-TZVPD basis set",
  "symbols": ["P", "P", "C", "C", "H", "H", "H", "H", "C", "H", "H", "H", "C", "H", "H", "H", "C", "H", "H", "H", "C", "H", "H", "H", "Hg", "C", "C", "C", "C", "C", "C", "C", "C", "C", "H", "H", "H", "H", "H", "H", "H", "H", "H", "H", "H", "H", "H", "H", "H", "F", "C", "C", "C", "F", "C", "F", "C", "F", "C", "F"],
  "coordinates": [[-0.30547, -2.33920, -2.56451], [0.06869, 1.64317, -2.09361], [-0.70051, -0.80466, -3.44479], [0.37425, 0.29468, -3.27642], [-1.71302, -0.43802, -3.20475], [-0.72499, -1.08174, -4.51363], [1.38149, -0.12126, -3.09371], [0.45351, 0.82671, -4.24253], [-1.32931, 2.60617, -2.77343], [-1.71496, 3.31899, -2.03080], [-2.14145, 1.92950, -3.08332], [-0.98660, 3.16862, -3.65429], [1.49562, 2.76022, -2.39145], [1.30130, 3.34163, -3.29985], [2.42530, 2.18870, -2.52462], [1.61540, 3.45525, -1.54673], [-1.67443, -3.47587, -2.74099], [-1.69126, -4.18460, -1.90196], [-1.53539, -4.03216, -3.67648], [-2.62868, -2.93198, -2.78168], [1.12170, -3.01054, -3.44857], [1.82388, -2.21109, -3.72399], [0.76548, -3.50582, -4.36099], [1.64547, -3.73985, -2.81771], [-0.03770, -0.93186, 3.97799], [0.31295, 1.52547, -0.29361], [-1.04802, 1.04243, -0.53806], [-1.65195, -0.31769, -0.41059], [-0.84529, -1.52085, 0.09568], [0.21140, -2.16041, -0.87715], [1.59166, -1.69589, -0.70467], [2.10884, -0.36383, -0.48451], [1.37354, 0.66658, 0.40757], [0.29184, -2.92603, 3.41549], [0.36845, 2.55927, 0.07849], [-1.82506, 1.80483, -0.38845], [-2.16341, -0.59682, -1.34797], [-2.48912, -0.19977, 0.30351], [-0.35736, -1.28727, 1.04746], [-1.58495, -2.30180, 0.34697], [0.24787, -3.23594, -0.59985], [2.34720, -2.48138, -0.80514], [2.36269, 0.14252, -1.43376], [3.09248, -0.52756, -0.00191], [0.96222, 0.17660, 1.30043], [2.15125, 1.34748, 0.79041], [1.15967, -3.26131, 4.00184], [0.52270, -2.97420, 2.34546], [-0.59405, -3.52836, 3.65178], [-2.60364, 0.90021, 4.56672], [-1.46241, 1.56721, 4.90508], [-0.22516, 0.95965, 4.73695], [0.90582, 1.66498, 5.14125], [2.14033, 1.09755, 5.03469], [0.81751, 2.95257, 5.67785], [1.93018, 3.61916, 6.05191], [-0.43303, 3.55016, 5.82870], [-0.53450, 4.79598, 6.33419], [-1.57764, 2.85317, 5.44081], [-2.79132, 3.42832, 5.59521]],
  "nbo_charge": [1.597, 1.645, -0.752, -0.762, 0.259, 0.240, 0.275, 0.248, -0.969, 0.250, 0.232, 0.213, -1.035, 0.207, 0.240, 0.234, -1.001, 0.259, 0.245, 0.260, -0.967, 0.266, 0.230, 0.270, 1.125, -0.580, -0.602, -0.394, -0.398, -0.580, -0.663, -0.400, -0.384, -1.153, 0.219, 0.197, 0.157, 0.202, 0.220, 0.195, 0.232, 0.183, 0.119, 0.210, 0.178, 0.205, 0.221, 0.233, 0.217, -0.319, 0.311, -0.588, 0.318, -0.316, 0.261, -0.292, 0.271, -0.287, 0.298, -0.303],
  "relative_energy_kj_mol": 419.9,
  "total_energy_ev": -58611.645,
  "orbital_gap_ev": 5.01
}

---

{
  "formula": "C13H11F4O5",
  "method": "ωB97M-V with the def2-TZVPD basis set",
  "symbols": ["F", "C", "C", "F", "C", "O", "C", "F", "C", "F", "C", "O", "C", "C", "O", "C", "C", "C", "C", "C", "O", "O", "H", "H", "H", "H", "H", "H", "H", "H", "H", "H", "H"],
  "coordinates": [[-2.40838, 0.70218, 2.99441], [-1.25095, 0.03067, 2.92124], [-1.25422, -1.31354, 2.86982], [-2.41573, -1.98074, 2.84543], [-0.00826, -2.06303, 2.84682], [-0.01174, -3.27123, 2.81283], [1.24358, -1.32126, 2.86281], [2.40045, -1.99533, 2.83933], [1.24635, 0.02150, 2.90879], [2.40725, 0.68957, 2.95386], [0.00144, 0.77156, 2.93410], [0.01333, 1.97915, 2.96247], [-4.66307, 2.38818, -1.76264], [-3.79994, 3.32135, -0.94751], [-2.45627, 2.92075, -0.93024], [-1.72399, 3.84397, -0.23201], [-0.31339, 3.55268, -0.13581], [0.16610, 2.32182, -0.80415], [0.58420, 4.40670, 0.56098], [2.02711, 4.03178, 0.69792], [0.24066, 5.46089, 1.07912], [-2.23631, 4.83947, 0.26969], [-5.70786, 2.70366, -1.77182], [-4.31214, 2.34389, -2.79317], [-4.61713, 1.37478, -1.36543], [-3.82348, 4.34626, -1.34427], [-4.13144, 3.37738, 0.09890], [-0.66203, 1.81717, -1.30401], [0.91165, 2.55616, -1.56573], [0.59062, 1.62424, -0.08089], [2.28765, 3.12458, 0.15481], [2.65384, 4.83976, 0.32250], [2.26801, 3.87616, 1.74914]],
  "nbo_charge": [-0.271, 0.313, 0.256, -0.284, 0.384, -0.492, 0.241, -0.286, 0.347, -0.284, 0.328, -0.408, -0.621, -0.071, -0.548, 0.730, -0.382, -0.622, 0.501, -0.698, -0.643, -0.652, 0.201, 0.199, 0.200, 0.183, 0.179, 0.225, 0.186, 0.169, 0.191, 0.210, 0.220],
  "charge": -1,
  "total_energy_ev": -34765.382,
  "orbital_gap_ev": 3.24
}

---

{
  "formula": "C5H8O",
  "method": "ωB97M-V with the def2-TZVPD basis set",
  "symbols": ["C", "C", "C", "H", "H", "H", "H", "H", "H", "O", "C", "C", "H", "H"],
  "coordinates": [[-1.04025, -1.02402, -0.77208], [-0.49057, -0.19490, 0.37914], [-1.16920, 0.93595, 0.88278], [-0.02324, -1.01126, 1.34698], [-2.12134, -1.14945, -0.69198], [-0.55716, -2.00349, -0.78935], [-0.81489, -0.51701, -1.71096], [-2.18770, 0.86635, 1.24504], [-0.61740, 1.84191, 1.06587], [2.04221, 0.88368, -1.25474], [1.19365, 0.70491, -0.23658], [1.19733, -0.23226, 0.69392], [2.52841, 1.71157, -1.15616], [2.06014, -0.81196, 0.99812]],
  "nbo_charge": [-0.622, -0.257, -0.313, 0.308, 0.221, 0.217, 0.209, 0.178, 0.188, -0.706, 0.322, -0.481, 0.494, 0.243],
  "relative_energy_kj_mol": 881.7,
  "total_energy_ev": -7353.117,
  "orbital_gap_ev": [7.40, 7.00]
}

---

{
  "formula": "C40H54BIrN8O2",
  "method": "ωB97M-V with the def2-TZVPD basis set",
  "symbols": ["Ir", "O", "C", "C", "C", "C", "C", "C", "C", "N", "C", "C", "N", "C", "C", "C", "C", "C", "C", "C", "O", "H", "H", "H", "H", "H", "H", "H", "H", "H", "H", "H", "H", "H", "H", "C", "C", "C", "C", "N", "N", "B", "N", "N", "C", "C", "C", "C", "C", "C", "C", "C", "N", "N", "C", "C", "C", "C", "C", "C", "C", "C", "C", "C", "C", "C", "H", "H", "H", "H", "H", "H", "H", "H", "H", "H", "H", "H", "H", "H", "H", "H", "H", "H", "H", "H", "H", "H", "H", "H", "H", "H", "H", "H", "H", "H", "H", "H", "H", "H", "H", "H", "H", "H", "H", "H"],
  "coordinates": [[-0.15644, 0.05569, 0.22745], [-1.07702, -1.55142, 1.30655], [-1.66329, -2.64052, 0.81627], [-1.64773, -3.81735, 1.58433], [-2.19676, -4.98950, 1.10997], [-2.76596, -5.04853, -0.16484], [-2.82385, -3.90266, -0.92141], [-2.32959, -2.69654, -0.41532], [-3.05602, -0.14407, -0.65254], [-2.04718, 0.83381, -0.26905], [-2.34892, 2.21682, -0.57780], [-2.57743, 3.06390, 0.70422], [-1.49524, 2.78390, 1.57909], [-0.79685, 3.67833, 2.12633], [0.41997, 3.31687, 2.83997], [1.03122, 4.22790, 3.69425], [2.17720, 3.89792, 4.39318], [2.71561, 2.61784, 4.23836], [2.12818, 1.69644, 3.40055], [0.98821, 2.02139, 2.63691], [0.51066, 1.18226, 1.76557], [-1.18708, -3.76726, 2.56447], [-2.16732, -5.88021, 1.72540], [-3.16565, -5.97615, -0.55241], [-3.29503, -3.93484, -1.89630], [-3.58573, 0.23957, -1.52769], [-3.23323, 2.31195, -1.20841], [-1.49664, 2.63485, -1.11569], [-3.49490, 2.72674, 1.18526], [-2.68663, 4.12118, 0.42265], [-1.04457, 4.74907, 2.06113], [0.57502, 5.20464, 3.81860], [2.64093, 4.60996, 5.06257], [3.61932, 2.35049, 4.77305], [2.54691, 0.70851, 3.29155], [3.29842, -3.32465, -2.37764], [2.70341, -2.70411, -1.15584], [2.94141, -3.03828, 0.14855], [2.16904, -2.17454, 0.94543], [1.50518, -1.33549, 0.13391], [1.82474, -1.68095, -1.16193], [1.18667, -1.10815, -2.42686], [-0.36231, -1.26768, -2.31934], [-0.86222, -1.11307, -1.16665], [-2.28307, -1.40759, -1.18658], [-2.52103, -1.62936, -2.64612], [-1.34311, -1.56362, -3.27880], [-1.00951, -1.76969, -4.71479], [-4.21238, -0.30421, 0.42835], [-5.23855, 0.80940, 0.15182], [-4.97617, -1.62490, 0.24807], [-3.70904, -0.18916, 1.87162], [1.46508, 0.36334, -2.54397], [1.23113, 1.23508, -1.51606], [1.73830, 2.42123, -1.91972], [2.23979, 2.29015, -3.22227], [2.06235, 0.97886, -3.57890], [2.47456, 0.30367, -4.84644], [1.88034, 3.68243, -1.10329], [2.68045, 4.73427, -1.87375], [0.50588, 4.26319, -0.79214], [2.64093, 3.33508, 0.18054], [2.26291, -2.25499, 2.46467], [1.13967, -1.55807, 3.23341], [2.24452, -3.73778, 2.87384], [3.62404, -1.64821, 2.85022], [4.01271, -4.08589, -2.07364], [2.53762, -3.79204, -3.00353], [3.82388, -2.58350, -2.98179], [3.59344, -3.82322, 0.49124], [1.57286, -1.70045, -3.38384], [-3.48667, -1.81982, -3.08888], [-1.91588, -2.01083, -5.26422], [-0.56839, -0.86879, -5.14452], [-0.29687, -2.58649, -4.83435], [-5.66178, 0.70928, -0.85231], [-6.05773, 0.72653, 0.86601], [-4.82671, 1.81108, 0.24766], [-5.18922, -1.83170, -0.80668], [-4.45070, -2.47533, 0.67054], [-5.93342, -1.54099, 0.76583], [-3.02026, 0.64983, 2.00190], [-4.56308, -0.04841, 2.53757], [-3.18363, -1.08637, 2.18745], [2.69846, 3.05370, -3.82632], [2.88452, 1.04669, -5.52648], [3.24292, -0.44842, -4.66048], [1.63836, -0.19250, -5.33866], [2.15538, 5.05855, -2.77544], [2.82506, 5.60848, -1.23679], [3.66631, 4.36047, -2.15545], [-0.05586, 4.44187, -1.71450], [-0.04176, 3.57446, -0.16249], [0.60485, 5.21667, -0.26652], [3.68530, 3.11137, -0.05006], [2.61394, 4.16885, 0.88592], [2.20610, 2.46145, 0.65052], [0.23363, -2.15732, 3.21379], [1.44027, -1.42548, 4.27553], [0.89616, -0.58894, 2.81668], [1.39087, -4.25013, 2.42523], [3.15585, -4.26098, 2.58140], [2.15560, -3.80524, 3.95983], [3.70350, -0.61028, 2.52426], [3.75403, -1.69053, 3.93392], [4.44476, -2.19879, 2.38611]],
  "lowdin_spin": [0.120, -0.002, 0.001, 0.000, 0.001, 0.001, 0.000, 0.000, 0.048, 0.628, 0.059, 0.038, 0.002, 0.003, 0.002, 0.000, 0.001, 0.001, 0.001, 0.003, 0.015, 0.000, 0.000, 0.000, 0.000, 0.008, 0.000, 0.019, 0.000, 0.001, 0.000, 0.000, 0.000, 0.000, 0.000, 0.000, 0.000, 0.000, 0.001, -0.002, 0.000, -0.001, -0.019, 0.015, 0.005, -0.011, 0.002, 0.001, 0.039, 0.001, 0.006, 0.006, -0.001, 0.001, 0.000, 0.000, 0.000, 0.000, 0.000, 0.000, 0.002, 0.000, 0.000, 0.000, 0.000, 0.000, 0.000, 0.000, 0.000, 0.000, 0.000, 0.000, 0.000, 0.000, 0.000, 0.000, 0.000, 0.000, 0.000, 0.000, 0.002, 0.003, 0.000, 0.000, 0.000, 0.000, 0.000, 0.000, 0.000, 0.000, 0.000, 0.000, 0.001, 0.000, 0.000, 0.000, 0.000, 0.000, 0.000, 0.000, 0.000, 0.000, 0.000, 0.000, 0.000, 0.000],
  "s2": 0.76,
  "spin_multiplicity": 2,
  "relative_energy_kj_mol": 152.2,
  "charge": 1,
  "total_energy_ev": -61881.006,
  "orbital_gap_ev": [4.63, 4.61]
}

---

{
  "formula": "C22H23BrMoN2O2Se2",
  "method": "ωB97M-V with the def2-TZVPD basis set",
  "symbols": ["Mo", "C", "Se", "C", "C", "Se", "C", "H", "H", "H", "H", "H", "H", "H", "H", "H", "H", "C", "C", "C", "C", "C", "C", "N", "C", "C", "C", "C", "C", "C", "H", "H", "H", "H", "H", "H", "H", "H", "H", "H", "Br", "C", "C", "N", "C", "C", "C", "C", "O", "O", "H", "H", "H"],
  "coordinates": [[-0.34816, 0.02742, 0.25829], [1.04236, -3.57587, 1.50766], [0.86615, -2.54928, -0.13053], [-0.77859, -3.31037, -0.83326], [-1.91853, -3.35235, 0.16486], [-2.16176, -1.68663, 1.17814], [-3.95218, -1.19292, 0.59586], [1.08685, -4.62558, 1.22867], [0.23258, -3.38216, 2.20579], [1.98714, -3.27306, 1.95120], [-0.57478, -4.31827, -1.19599], [-1.01161, -2.69231, -1.70045], [-1.75856, -4.10462, 0.93401], [-2.87204, -3.56620, -0.31727], [-4.63640, -1.89868, 1.05802], [-4.01742, -1.23094, -0.48605], [-4.14912, -0.18798, 0.95945], [-3.16873, 2.43939, -2.34229], [-3.31186, 1.08986, -2.10100], [-2.17148, 0.30766, -1.88975], [-0.91814, 0.92144, -1.88395], [-0.77215, 2.30043, -2.11718], [-1.90153, 3.04233, -2.36312], [0.21853, 0.12092, -1.50765], [1.40513, 0.01114, -2.29375], [1.26341, -0.20653, -3.66140], [2.40517, -0.34902, -4.43238], [3.66015, -0.27119, -3.83869], [3.78167, -0.04633, -2.47404], [2.64857, 0.10080, -1.68774], [-4.04634, 3.04335, -2.53134], [-4.29054, 0.62999, -2.12059], [-2.23456, -0.76973, -1.81491], [0.21096, 2.75253, -2.09727], [-1.81995, 4.10287, -2.55872], [0.28026, -0.26054, -4.11117], [2.31517, -0.51946, -5.49638], [4.54865, -0.37519, -4.44628], [4.76029, 0.03091, -2.02060], [2.73890, 0.30675, -0.62771], [2.40313, 0.96216, 7.19575], [1.87682, 1.81801, 5.61842], [1.89682, 3.21501, 5.54775], [1.54045, 3.91309, 4.47132], [1.14407, 3.23062, 3.40805], [1.08781, 1.83502, 3.38456], [1.46515, 1.10327, 4.51827], [0.64166, 1.16789, 2.19984], [0.29748, 1.77696, 1.10599], [0.50132, -0.12342, 2.10934], [2.21716, 3.78691, 6.41127], [0.85755, 3.80922, 2.53774], [1.43306, 0.02269, 4.53123]],
  "lowdin_spin": [1.811, 0.005, 0.062, 0.011, 0.008, 0.030, 0.009, 0.002, 0.000, 0.000, 0.001, 0.001, 0.000, 0.000, 0.000, 0.000, 0.001, -0.009, 0.010, -0.003, 0.009, 0.001, 0.005, -0.039, 0.001, -0.007, 0.001, -0.010, 0.001, -0.003, -0.001, 0.000, 0.002, 0.000, 0.000, 0.000, 0.000, 0.000, 0.000, 0.003, 0.000, 0.000, 0.005, 0.000, 0.005, 0.001, 0.003, 0.027, 0.041, 0.015, 0.000, 0.000, 0.000],
  "s2": 2.03,
  "spin_multiplicity": 3,
  "relative_energy_kj_mol": 18.6,
  "charge": 2,
  "total_energy_ev": -232838.122,
  "orbital_gap_ev": [6.59, 6.51]
}